Entry from the OMol25 dataset: 2 unconnected molecules or ions with the total composition C4H10O (wB97M-V/def2-TZVPD).

Calculated values
* LUMO: 0.03335 Ha
* SMILES: C=C(C)O.C
* gap between HOMO and LUMO: 9.78 eV
* 2S+1: 1
* F_max: 0.3 eV/A
* relative energy (zero: lowest compared OMol25 entry of this formula, charge and spin): 17.4 kcal/mol

Last column: natural (NBO) charge in e.
Atoms and positions in Å:
1 C -1.822 0.798 1.263  -0.660
2 C -0.507 0.815 0.549  0.343
3 C -0.276 1.417 -0.619  -0.558
4 C 1.543 -1.805 -1.071  -0.866
5 O 0.436 0.129 1.259  -0.683
6 H -2.597 1.283 0.666  0.221
7 H -2.122 -0.234 1.471  0.225
8 H -1.736 1.315 2.226  0.226
9 H -1.069 1.954 -1.126  0.211
10 H 0.704 1.403 -1.092  0.196
11 H 0.944 -2.010 -0.181  0.223
12 H 0.957 -1.197 -1.765  0.221
13 H 2.453 -1.265 -0.789  0.201
14 H 1.826 -2.744 -1.551  0.219
15 H 1.265 0.140 0.761  0.481

---

Entry from the OMol25 dataset: 2 unconnected molecules or ions with the total composition C4H10O (wB97M-V/def2-TZVPD).

Calculated values
* LUMO: 0.04114 Ha
* SMILES: C=COCC.[H][H]
* gap between HOMO and LUMO: 9.63 eV
* 2S+1: 1
* F_max: 1.0 eV/A
* relative energy (zero: lowest compared OMol25 entry of this formula, charge and spin): 76.8 kcal/mol

Last column: natural (NBO) charge in e.
Atoms and positions in Å:
1 C -0.254 1.480 -1.434  -0.553
2 C 0.009 0.890 -0.248  0.159
3 O 0.922 -0.091 -0.223  -0.498
4 C 0.852 -1.031 0.829  -0.064
5 C -0.071 -2.148 0.400  -0.633
6 H -1.235 2.732 -0.135  0.014
7 H -0.126 0.879 -2.319  0.207
8 H -0.309 2.538 -1.617  0.221
9 H -0.799 2.863 0.462  -0.027
10 H -0.481 1.055 0.715  0.172
11 H 0.517 -0.545 1.758  0.168
12 H 1.881 -1.372 0.979  0.191
13 H -0.101 -2.953 1.137  0.213
14 H 0.280 -2.542 -0.558  0.218
15 H -1.084 -1.755 0.253  0.212

---

Entry from the OMol25 dataset: C4H10O in the gas phase at a distorted geometry (wB97M-V/def2-TZVPD).

Calculated values
* LUMO: 0.03740 Ha
* SMILES: CC(C)CO
* gap between HOMO and LUMO: 11.29 eV
* 2S+1: 1
* F_max: 1.3 eV/A
* relative energy (zero: lowest compared OMol25 entry of this formula, charge and spin): 18.2 kcal/mol

Last column: natural (NBO) charge in e.
Atoms and positions in Å:
1 C -0.939 -1.212 -0.187  -0.607
2 C -0.138 0.078 0.027  -0.270
3 C -0.857 1.297 -0.567  -0.604
4 C 1.388 0.007 -0.155  -0.062
5 O 1.958 0.306 1.146  -0.737
6 H -1.843 -1.172 0.432  0.211
7 H -0.375 -2.101 0.120  0.203
8 H -1.272 -1.369 -1.222  0.204
9 H -0.019 0.257 1.106  0.223
10 H -1.156 1.179 -1.618  0.201
11 H -1.775 1.475 0.005  0.210
12 H -0.242 2.201 -0.488  0.212
13 H 1.788 0.788 -0.809  0.184
14 H 1.742 -0.971 -0.510  0.168
15 H 1.936 -0.477 1.715  0.464

---

Entry from the OMol25 dataset: 2 unconnected molecules or ions with the total composition C4H10O at a distorted geometry (wB97M-V/def2-TZVPD).

Calculated values
* LUMO (spin up / spin down): -0.20754 / -0.34686 Ha
* gap between HOMO and LUMO (spin up / spin down): 8.51 / 4.72 eV
* 2S+1: 2
* F_max: 3.5 eV/A
* net charge: +1
* expectation value of S²: 0.76
* relative energy (zero: lowest compared OMol25 entry of this formula, charge and spin): 43.7 kcal/mol

Last column: Löwdin spin population.
Atoms and positions in Å:
1 C 2.466 -0.818 1.418  0.000
2 C 2.068 0.750 1.330  0.000
3 H 3.237 -1.006 0.627  0.000
4 H 2.999 -1.077 2.329  0.000
5 H 1.527 -1.393 1.449  0.000
6 H 1.238 0.878 2.040  0.000
7 H 1.681 1.148 0.396  0.000
8 H 2.885 1.195 1.893  0.000
9 C -2.899 -0.090 -0.992  0.483
10 C -1.596 -0.276 -1.419  0.256
11 O -0.612 0.306 -0.765  0.211
12 H -3.699 -0.648 -1.481  0.019
13 H -3.093 0.674 -0.241  0.016
14 H -1.240 -0.959 -2.193  0.006
15 H -0.741 1.278 -0.779  0.008

---

Entry from the OMol25 dataset: 2 unconnected molecules or ions with the total composition C4H10O2 at a distorted geometry (wB97M-V/def2-TZVPD).

Calculated values
* LUMO: 0.03402 Ha
* SMILES: CC(C)C=O.O
* gap between HOMO and LUMO: 10.21 eV
* 2S+1: 1
* F_max: 5.6 eV/A
* relative energy (zero: lowest compared OMol25 entry of this formula, charge and spin): 48.3 kcal/mol

Last column: natural (NBO) charge in e.
Atoms and positions in Å:
1 C -0.317 0.223 2.488  0.444
2 C -0.737 0.551 1.011  -0.290
3 C -0.339 -0.444 -0.027  -0.632
4 C -0.153 2.031 0.995  -0.599
5 O 0.705 -0.327 2.596  -0.530
6 H -1.005 0.366 3.337  0.116
7 H -1.931 0.745 1.047  0.190
8 H -0.392 -0.026 -0.965  0.217
9 H -1.094 -1.276 -0.117  0.217
10 H 0.579 -1.054 0.085  0.239
11 H -0.609 2.520 0.031  0.207
12 H 0.846 1.928 0.921  0.205
13 H -0.377 2.702 1.836  0.217
14 H 1.347 -3.328 -4.164  0.464
15 H 2.136 -2.203 -4.821  0.470
16 O 1.341 -2.408 -4.253  -0.934

---

Entry from the OMol25 dataset: C4H10O2 in the gas phase (wB97M-V/def2-TZVPD).

Calculated values
* LUMO: 0.03727 Ha
* SMILES: CO[C@@H](C)CO
* gap between HOMO and LUMO: 11.02 eV
* 2S+1: 1
* F_max: 0.4 eV/A
* relative energy (zero: lowest compared OMol25 entry of this formula, charge and spin): 25.2 kcal/mol

Last column: natural (NBO) charge in e.
Atoms and positions in Å:
1 C 1.857 0.838 0.270  -0.251
2 O 0.452 0.865 0.379  -0.562
3 C -0.249 -0.159 -0.315  0.075
4 C 0.103 -1.565 0.162  -0.644
5 C -1.714 0.197 -0.100  -0.069
6 O -2.042 1.433 -0.689  -0.713
7 H 2.197 0.174 -0.535  0.171
8 H 2.214 1.850 0.053  0.187
9 H 2.308 0.499 1.212  0.176
10 H -0.027 -0.074 -1.392  0.167
11 H 1.188 -1.694 0.239  0.216
12 H -0.260 -2.309 -0.556  0.218
13 H -0.331 -1.786 1.144  0.211
14 H -2.368 -0.557 -0.548  0.181
15 H -1.901 0.211 0.986  0.163
16 H -1.428 2.076 -0.308  0.474

---

Entry from the OMol25 dataset: C4H10O2 in the gas phase at a distorted geometry (wB97M-V/def2-TZVPD).

Calculated values
* LUMO: 0.02365 Ha
* gap between HOMO and LUMO: 7.36 eV
* 2S+1: 1
* F_max: 2.3 eV/A
* relative energy (zero: lowest compared OMol25 entry of this formula, charge and spin): 122.6 kcal/mol

Last column: natural (NBO) charge in e.
Atoms and positions in Å:
1 C -2.000 0.209 0.441  -0.642
2 C -0.481 0.145 0.540  0.049
3 O -0.056 -0.988 1.306  -0.727
4 C 0.145 0.018 -0.850  -0.079
5 C 2.131 0.764 -0.370  -0.611
6 O 1.502 -0.672 -0.773  -0.548
7 H -2.442 0.222 1.442  0.229
8 H -2.326 1.111 -0.088  0.227
9 H -2.395 -0.659 -0.103  0.199
10 H -0.085 1.018 1.065  0.226
11 H -0.641 -1.723 1.077  0.468
12 H 0.114 0.981 -1.383  0.251
13 H -0.385 -0.729 -1.434  0.158
14 H 2.871 0.517 0.386  0.135
15 H 2.627 0.973 -1.322  0.140
16 H 1.421 -1.188 0.068  0.526

---

Entry from the OMol25 dataset: 2 unconnected molecules or ions with the total composition C4H10O2 at a distorted geometry (wB97M-V/def2-TZVPD).

Calculated values
* LUMO: 0.02614 Ha
* SMILES: C=CO.CCO
* gap between HOMO and LUMO: 9.54 eV
* 2S+1: 1
* F_max: 1.6 eV/A
* relative energy (zero: lowest compared OMol25 entry of this formula, charge and spin): 58.8 kcal/mol

Last column: natural (NBO) charge in e.
Atoms and positions in Å:
1 C -1.128 1.200 -0.335  -0.073
2 O -0.224 0.143 -0.776  -0.756
3 C -2.180 0.569 0.567  -0.648
4 H -1.574 1.718 -1.194  0.168
5 H -0.418 1.905 0.122  0.175
6 H -0.014 0.360 -1.695  0.482
7 H -2.820 1.301 1.120  0.221
8 H -1.641 -0.097 1.282  0.224
9 H -3.019 0.128 0.016  0.220
10 C 2.440 -0.346 0.252  -0.490
11 C 1.912 -1.506 -0.098  0.143
12 O 0.820 -2.082 0.561  -0.731
13 H 2.988 0.236 -0.450  0.199
14 H 2.398 -0.020 1.303  0.205
15 H 2.295 -2.084 -0.935  0.157
16 H 0.165 -1.425 0.259  0.504

---

Entry from the OMol25 dataset: C4H10O2 in the gas phase at a distorted geometry (wB97M-V/def2-TZVPD).

Calculated values
* LUMO: 0.02046 Ha
* gap between HOMO and LUMO: 7.18 eV
* 2S+1: 1
* F_max: 1.1 eV/A
* relative energy (zero: lowest compared OMol25 entry of this formula, charge and spin): 113.5 kcal/mol

Last column: natural (NBO) charge in e.
Atoms and positions in Å:
1 C -1.572 -1.024 -0.278  -0.679
2 C -0.509 0.001 -0.425  -0.082
3 C -0.917 1.400 -0.099  -0.704
4 O 0.543 -0.333 0.790  -0.590
5 C 1.662 -0.236 -0.229  0.222
6 O 2.820 -0.131 0.509  -0.711
7 H -1.171 -2.044 -0.342  0.208
8 H -2.195 -0.946 0.630  0.156
9 H -2.212 -0.880 -1.157  0.227
10 H -1.559 1.724 -0.923  0.238
11 H -1.489 1.526 0.845  0.155
12 H -0.066 2.104 -0.075  0.196
13 H 0.567 0.385 1.462  0.504
14 H 1.552 -1.162 -0.804  0.186
15 H 1.618 0.629 -0.897  0.204
16 H 2.880 -0.939 1.031  0.469

---

Entry from the OMol25 dataset: 2 unconnected molecules or ions with the total composition C4H10O2 (wB97M-V/def2-TZVPD).

Calculated values
* LUMO: 0.02754 Ha
* SMILES: C/C=C/CO.O
* gap between HOMO and LUMO: 10.51 eV
* 2S+1: 1
* F_max: 0.8 eV/A
* relative energy (zero: lowest compared OMol25 entry of this formula, charge and spin): 29.9 kcal/mol

Last column: natural (NBO) charge in e.
Atoms and positions in Å:
1 C -2.221 -0.833 0.241  -0.645
2 C -0.980 0.013 0.360  -0.192
3 C 0.264 -0.460 0.314  -0.210
4 O 0.205 0.773 -2.411  -0.947
5 C 1.494 0.394 0.449  -0.109
6 O 2.431 0.062 -0.571  -0.731
7 H -2.960 -0.391 -0.441  0.223
8 H -1.969 -1.832 -0.129  0.218
9 H -2.692 -0.927 1.225  0.221
10 H -0.343 0.671 -1.634  0.461
11 H -1.117 1.094 0.470  0.198
12 H 0.450 -1.526 0.177  0.210
13 H 1.055 0.685 -1.952  0.473
14 H 1.934 0.208 1.437  0.179
15 H 1.227 1.460 0.383  0.171
16 H 3.264 0.509 -0.367  0.479

---

Entry from the OMol25 dataset: 2 unconnected molecules or ions with the total composition C4H10O2 (wB97M-V/def2-TZVPD).

Calculated values
* LUMO (spin up / spin down): -0.04393 / -0.04379 Ha
* gap between HOMO and LUMO (spin up / spin down): 7.69 / 7.70 eV
* 2S+1: 1
* F_max: 0.6 eV/A
* relative energy (zero: lowest compared OMol25 entry of this formula, charge and spin): 108.1 kcal/mol

Last column: natural (NBO) charge in e.
Atoms and positions in Å:
1 C 2.545 -0.899 -0.048  -0.252
2 O 1.694 0.062 0.525  -0.745
3 C -0.249 0.501 -0.884  -0.001
4 C -1.007 0.228 0.323  0.023
5 C -2.512 0.544 0.189  -0.610
6 O -0.667 -0.783 1.058  -0.762
7 H 2.034 -1.516 -0.807  0.151
8 H 3.377 -0.381 -0.534  0.178
9 H 2.958 -1.583 0.705  0.178
10 H 0.406 -0.227 -1.355  0.206
11 H -0.311 1.480 -1.355  0.192
12 H -0.556 1.236 0.724  0.274
13 H -2.926 0.611 1.194  0.231
14 H -2.976 -0.305 -0.317  0.224
15 H -2.731 1.461 -0.367  0.205
16 H 0.923 -0.428 0.949  0.506

---

Entry from the OMol25 dataset: 2 unconnected molecules or ions with the total composition C4H10O2 at a distorted geometry (wB97M-V/def2-TZVPD).

Calculated values
* LUMO: 0.02888 Ha
* SMILES: C/C=C(/C)O.O
* gap between HOMO and LUMO: 9.30 eV
* 2S+1: 1
* F_max: 1.7 eV/A
* relative energy (zero: lowest compared OMol25 entry of this formula, charge and spin): 28.7 kcal/mol

Last column: natural (NBO) charge in e.
Atoms and positions in Å:
1 C -0.751 -2.111 0.550  -0.642
2 C -0.350 -0.670 0.644  -0.280
3 C -0.645 0.279 -0.237  0.292
4 O -1.404 -0.065 -1.348  -0.696
5 C -0.588 1.734 0.102  -0.695
6 H 0.014 -2.809 0.891  0.213
7 H -1.006 -2.363 -0.478  0.226
8 H -1.651 -2.267 1.154  0.213
9 H 0.102 -0.371 1.584  0.201
10 H -1.893 0.717 -1.617  0.476
11 H 0.411 1.937 0.501  0.246
12 H -1.238 1.998 0.937  0.228
13 H -0.667 2.469 -0.698  0.219
14 H 3.856 0.721 -1.126  0.474
15 H 2.553 0.073 -0.486  0.482
16 O 3.256 0.729 -0.374  -0.957

---

Entry from the OMol25 dataset: C4H10O2 in the gas phase (wB97M-V/def2-TZVPD).

Calculated values
* LUMO: 0.03676 Ha
* SMILES: COC[C@@H](C)O
* gap between HOMO and LUMO: 11.12 eV
* 2S+1: 1
* F_max: 0.4 eV/A
* relative energy (zero: lowest compared OMol25 entry of this formula, charge and spin): 22.6 kcal/mol

Last column: natural (NBO) charge in e.
Atoms and positions in Å:
1 C 2.406 -0.647 -0.543  -0.244
2 O 1.406 -0.079 0.265  -0.556
3 C 0.256 0.317 -0.454  -0.084
4 C -0.898 0.366 0.542  0.077
5 C -2.234 0.544 -0.154  -0.622
6 O -0.932 -0.848 1.261  -0.721
7 H 2.017 -1.507 -1.109  0.168
8 H 2.819 0.081 -1.257  0.168
9 H 3.204 -0.987 0.122  0.195
10 H 0.027 -0.424 -1.237  0.166
11 H 0.414 1.295 -0.937  0.172
12 H -0.726 1.209 1.233  0.156
13 H -3.044 0.533 0.580  0.225
14 H -2.404 -0.276 -0.860  0.210
15 H -2.269 1.494 -0.699  0.209
16 H -0.007 -1.031 1.485  0.480

---

Entry from the OMol25 dataset: 2 unconnected molecules or ions with the total composition C4H10O2 at a distorted geometry (wB97M-V/def2-TZVPD).

Calculated values
* LUMO (spin up / spin down): 0.02646 / 0.02280 Ha
* gap between HOMO and LUMO (spin up / spin down): 7.45 / 8.01 eV
* 2S+1: 1
* F_max: 4.6 eV/A
* relative energy (zero: lowest compared OMol25 entry of this formula, charge and spin): 105.5 kcal/mol

Last column: natural (NBO) charge in e.
Atoms and positions in Å:
1 C 2.145 0.555 0.243  -0.697
2 C -2.112 -0.953 0.024  -0.700
3 C 1.508 -0.615 -0.371  -0.413
4 C -1.031 0.246 -0.106  0.590
5 O -1.126 0.862 -1.342  -0.686
6 O -0.848 1.075 0.919  -0.711
7 H 2.718 1.034 -0.543  0.211
8 H 2.913 0.371 1.002  0.208
9 H 1.368 1.238 0.730  0.218
10 H -3.036 -0.569 0.457  0.213
11 H -1.512 -1.757 0.483  0.230
12 H -2.312 -1.352 -0.895  0.229
13 H 1.664 -0.872 -1.390  0.174
14 H 1.448 -1.572 0.156  0.163
15 H -0.817 1.700 -1.098  0.471
16 H -0.970 0.607 1.733  0.500

---

Entry from the OMol25 dataset: 2 unconnected molecules or ions with the total composition C4H10O2 (wB97M-V/def2-TZVPD).

Calculated values
* LUMO (spin up / spin down): -0.04053 / -0.04052 Ha
* gap between HOMO and LUMO (spin up / spin down): 7.66 / 7.66 eV
* 2S+1: 1
* F_max: 0.5 eV/A
* relative energy (zero: lowest compared OMol25 entry of this formula, charge and spin): 96.4 kcal/mol

Last column: natural (NBO) charge in e.
Atoms and positions in Å:
1 C -2.177 -0.781 -0.009  -0.611
2 C -1.263 0.362 0.413  -0.392
3 C 0.181 0.134 -0.122  0.011
4 O 0.332 -0.132 -1.387  -0.785
5 C 1.187 0.968 0.514  0.030
6 O 2.737 -0.480 -0.503  -0.946
7 H -3.225 -0.526 0.176  0.209
8 H -2.039 -0.977 -1.075  0.239
9 H -1.950 -1.702 0.542  0.200
10 H -1.606 1.297 -0.043  0.213
11 H -1.268 0.501 1.502  0.198
12 H 0.569 -0.730 0.558  0.258
13 H 1.940 -0.497 -1.123  0.508
14 H 1.295 0.966 1.597  0.192
15 H 1.868 1.600 -0.047  0.204
16 H 3.421 -0.004 -0.993  0.473

---

Entry from the OMol25 dataset: 2 unconnected molecules or ions with the total composition C4H10O2 at a distorted geometry (wB97M-V/def2-TZVPD).

Calculated values
* LUMO: 0.03073 Ha
* SMILES: OCCO.C=C
* gap between HOMO and LUMO: 10.81 eV
* 2S+1: 1
* F_max: 1.5 eV/A
* relative energy (zero: lowest compared OMol25 entry of this formula, charge and spin): 71.8 kcal/mol

Last column: natural (NBO) charge in e.
Atoms and positions in Å:
1 C -2.257 -0.255 -0.003  -0.491
2 C -1.324 0.224 0.819  -0.339
3 C 0.696 -0.712 -0.474  -0.132
4 O -0.238 -0.854 -1.519  -0.717
5 C 1.366 0.648 -0.150  -0.100
6 O 2.679 0.490 -0.668  -0.725
7 H -2.734 0.386 -0.737  0.218
8 H -1.157 -0.705 -1.201  0.462
9 H -2.654 -1.259 0.110  0.216
10 H -0.939 1.232 0.702  0.199
11 H -0.960 -0.335 1.672  0.202
12 H 0.544 -1.332 0.426  0.173
13 H 1.471 -1.195 -1.035  0.237
14 H 1.414 0.859 0.936  0.159
15 H 0.850 1.495 -0.628  0.169
16 H 3.164 1.317 -0.589  0.468

---

| no. | total energy (eV) |
| --- | --- |
| 1 | -6357.04667 |
| 2 | -6354.47067 |
| 3 | -6357.01257 |
| 4 | -6346.42998 |
| 5 | -8403.45370 |
| 6 | -8404.45609 |
| 7 | -8400.22897 |
| 8 | -8402.99655 |
| 9 | -8400.62734 |
| 10 | -8404.25043 |
| 11 | -8400.85767 |
| 12 | -8404.30426 |
| 13 | -8404.56590 |
| 14 | -8400.97097 |
| 15 | -8401.36861 |
| 16 | -8402.43159 |